Record 1
{
  "formula": "C5H13N",
  "method": "ωB97M-V/def2-TZVPD",
  "elements": ["N", "C", "C", "C", "C", "C", "H", "H", "H", "H", "H", "H", "H", "H", "H", "H", "H", "H", "H"],
  "positions_angstrom": [[0.4030, -0.0721, 0.1518], [-2.0612, -0.5260, -1.0516], [2.6374, 0.4261, -0.2339], [-1.9799, 0.4772, 0.1005], [-0.7130, 0.0897, 1.0473], [1.7529, -0.4995, 0.4668], [-0.9600, -0.7827, 1.6052], [-0.3979, 0.9210, 1.7502], [-2.0922, 1.6053, -0.3855], [2.6255, 0.4522, -1.3027], [2.3950, 1.4385, 0.0476], [3.6713, 0.3343, 0.0192], [-2.8983, 0.4437, 0.6616], [-3.1579, -0.8398, -1.3072], [-1.6995, -1.4674, -0.6712], [1.7796, -1.5866, 0.2023], [-1.6517, -0.2982, -2.0447], [1.8638, -0.6790, 1.5848], [0.4831, 0.5631, -0.6406]],
  "lumo_energy_ev": [4.1, 4.1],
  "charge": -1,
  "spin_multiplicity": 2,
  "total_energy_ha": -252.93194
}


Record 2
{
  "formula": "C22H49CeN2OP3S",
  "method": "ωB97M-V/def2-TZVPD",
  "elements": ["Ce", "S", "P", "P", "P", "O", "N", "N", "C", "C", "C", "C", "C", "C", "C", "C", "C", "C", "C", "C", "C", "C", "C", "C", "C", "C", "C", "C", "C", "C", "H", "H", "H", "H", "H", "H", "H", "H", "H", "H", "H", "H", "H", "H", "H", "H", "H", "H", "H", "H", "H", "H", "H", "H", "H", "H", "H", "H", "H", "H", "H", "H", "H", "H", "H", "H", "H", "H", "H", "H", "H", "H", "H", "H", "H", "H", "H", "H", "H"],
  "positions_angstrom": [[-0.0167, 0.0694, -0.2862], [-0.0636, 0.9741, 2.4751], [1.8223, -1.0544, 1.8120], [1.6091, 2.2868, -0.3642], [-1.0329, -2.4933, -0.5347], [-1.3439, 1.0156, -1.8010], [-1.5781, -0.0187, 4.5235], [0.6752, 0.0350, 5.0373], [3.1908, 1.8287, -1.1134], [-2.3784, 0.9460, -3.9099], [0.4046, -0.9063, 6.1410], [-2.2400, 0.7863, -5.2818], [3.1706, -1.9508, 0.8716], [-1.2518, 0.7442, -3.0895], [0.2386, -3.5438, -1.2936], [-2.2874, -2.2412, -1.8386], [2.8459, 0.1385, 2.7476], [-1.8222, 1.4928, -9.3038], [-2.4887, -0.6668, 3.5637], [0.6963, 3.2267, -1.6310], [-0.3061, 0.2163, 4.1082], [1.8475, 3.4252, 1.0234], [-1.8708, -3.4109, 0.7830], [1.5522, 1.1539, 5.5235], [-1.0334, 0.3693, -5.8412], [1.1360, -2.3696, 2.8840], [-2.9790, 2.1445, -9.0048], [-2.1048, 1.1506, 5.3122], [0.0476, 0.0812, -5.0175], [-0.0487, 0.2406, -3.6502], [-0.2798, -1.6793, 5.7921], [2.8316, 3.9037, 1.0059], [-3.0832, 1.0031, -5.9335], [-2.6540, 0.9154, 6.2424], [-2.2829, -0.2312, 2.5570], [-0.2223, -4.3473, -1.8716], [-2.9700, -3.0898, -1.9178], [2.5481, 0.7313, 5.7589], [-1.1794, -4.0344, 1.3588], [-0.8837, 2.0399, -9.4289], [3.5248, 0.7019, 2.1009], [0.8522, -2.9396, -1.9678], [-1.2302, 1.7455, 5.5754], [-0.0355, -0.3770, 6.9956], [-2.3286, -2.7027, 1.4817], [-0.3715, 3.2521, -1.3745], [-2.7518, 1.7610, 4.6604], [1.1186, 1.5586, 6.4648], [3.6790, 2.7222, -1.5063], [-2.9976, 3.2304, -8.8772], [1.4999, -0.7472, -1.2299], [-2.8789, -1.3487, -1.6087], [0.7490, 2.7524, -2.6177], [1.0717, 4.2499, -1.6973], [1.6314, 1.9504, 4.7688], [1.7375, 2.8711, 1.9603], [1.0944, -2.0778, 3.9310], [3.4300, -0.3355, 3.5380], [0.7952, -0.0133, -2.9847], [0.9205, -3.9666, -0.5479], [-3.9274, 1.6060, -8.9282], [0.1179, -2.5946, 2.5585], [2.1937, 0.8702, 3.2309], [-0.9123, 0.2647, -6.9165], [-3.5397, -0.4950, 3.8458], [-2.3312, -1.7575, 3.4929], [3.9027, -2.3146, 1.6184], [-3.3148, 1.2471, -3.4371], [3.6599, -1.2469, 0.1706], [0.9927, -0.2662, -5.4084], [-1.8124, 0.4137, -9.4795], [3.8463, 1.3211, -0.3963], [2.7583, -2.7953, 0.2849], [3.0283, 1.1219, -1.9339], [1.7036, -3.2909, 2.7824], [-1.8449, -2.0564, -2.8225], [1.3522, -1.3510, 6.4667], [-2.6633, -4.0379, 0.3638], [1.0660, 4.1926, 1.0348]],
  "lumo_energy_ev": [-9.6, -11.5],
  "charge": 3,
  "spin_multiplicity": 2,
  "total_energy_ha": -2948.68130
}